Below is C53H52BeN3P3STe as an isolated structure at a distorted geometry, with properties calculated with wB97M-V/def2-TZVPD.

- Net charge: +2
- ΔE to the lowest compared entry with this formula, charge and spin: 61.0 kcal/mol
- HOMO level: -11.9 eV
- Calculated total energy: -106658.2607 eV
- Gap between HOMO and LUMO: 6.9191 eV

The geometry in XYZ format:
```
114
C53H52BeN3P3STe, DFT wB97M-V/def2-TZVPD
Te -0.77 2.49 -1.24
S 2.64 5.51 3.10
P -0.78 -0.48 -1.99
P -0.56 0.57 1.24
P -0.69 -3.09 0.62
N -2.94 -1.26 0.02
N 0.23 1.74 0.30
N -2.36 -3.54 0.41
C -1.75 -1.46 -3.21
C 3.63 -1.06 -3.33
C -1.89 1.48 2.09
C -1.75 -3.29 -4.72
C -3.31 -2.55 0.23
C 0.96 4.06 -3.07
C 2.64 -0.67 -4.22
C 0.83 -3.59 4.87
C 1.12 6.30 -2.21
C 0.89 -4.23 2.50
C -4.21 2.64 3.27
C 1.67 0.76 4.58
C 1.65 4.49 -4.20
C -3.13 -3.02 -5.03
C 1.63 -0.72 2.26
C -3.74 -1.91 -4.48
C -4.66 -2.83 0.03
C 1.98 -0.91 -1.61
C 0.31 -4.19 -0.42
C -0.17 4.57 -0.88
C 1.44 -4.29 3.80
C 0.40 -6.12 -1.88
C 2.37 -4.83 -1.41
C -3.03 -1.11 -3.56
C 0.61 2.64 -2.83
C 4.05 4.88 4.02
C 0.60 0.22 2.52
C 0.95 -0.57 -2.54
C -5.63 -1.90 -0.24
C -0.97 -2.99 3.37
C -0.31 -5.31 -1.01
C -5.23 -0.59 -0.40
C 1.64 -3.97 -0.56
C -2.26 2.79 1.82
C 3.28 -1.19 -2.01
C 2.59 -0.98 3.18
C 2.55 4.37 1.60
C -3.89 -0.33 -0.22
C -2.73 0.76 2.96
C 1.60 2.29 0.56
C 0.64 5.01 -2.10
C -0.42 -2.99 4.66
C 2.13 5.77 -4.34
C 1.75 -5.89 -2.04
C 1.83 6.68 -3.30
C -3.46 3.30 2.32
C 1.61 3.22 1.75
C -0.33 -3.61 2.34
C -3.84 1.29 3.57
C 2.69 -0.21 4.32
C 1.34 -0.46 -3.86
C 0.64 0.92 3.69
C -1.09 -2.57 -3.75
Be -1.20 -1.06 -0.07
H -0.06 1.71 3.95
H 1.21 -3.49 5.85
H -2.29 -0.20 3.17
H 2.95 -0.54 -5.25
H -1.35 -5.45 -1.02
H -1.74 3.47 1.24
H 3.73 4.51 5.06
H 1.62 1.29 5.51
H 0.65 -0.28 -4.65
H 2.16 4.98 0.75
H 3.58 4.10 1.31
H -0.01 -6.91 -2.40
H 1.81 2.63 2.62
H -3.78 4.32 2.02
H -4.44 0.80 4.33
H -5.92 0.23 -0.56
H 4.05 -1.55 -1.38
H -3.44 0.64 -0.38
H -1.09 5.12 -0.99
H 1.70 -1.20 -0.56
H 2.29 -4.92 3.95
H 1.52 2.13 -2.47
H 4.94 5.57 4.19
H 3.40 -0.39 5.08
H 2.23 -3.19 -0.18
H -6.66 -2.17 -0.59
H -1.99 -2.56 3.15
H 1.93 3.61 -4.83
H -1.35 -4.12 -5.23
H 0.60 3.57 1.94
H -0.11 -2.89 -3.43
H -3.62 -0.29 -3.18
H 2.21 1.45 0.79
H -3.75 -3.68 -5.70
H -0.94 -2.59 5.50
H 2.73 5.99 -5.22
H -5.02 -3.90 0.19
H -2.60 -4.47 0.63
H 0.87 7.01 -1.42
H 4.56 4.06 3.53
H 1.60 -1.23 1.26
H 3.45 -1.60 2.97
H 1.45 -4.84 1.73
H 2.36 -6.46 -2.74
H 3.39 -4.62 -1.62
H 2.23 7.67 -3.47
H -4.79 -1.69 -4.70
H 0.32 2.10 -3.76
H 4.66 -1.21 -3.69
H 1.87 2.80 -0.38
H 0.25 4.63 0.15
H -5.14 3.03 3.64
```